# 1
ORCA calculation (wB97M-V/def2-TZVPD) on a 2-piece molecular cluster, C3H8OS2 overall at a distorted geometry.

Computed properties:
- Electronic energy: -990.703693 Eh
- Max |F|: 0.02428 hartree/bohr
- Total charge: 0
- Gap between HOMO and LUMO: 8.47 eV
- E_LUMO: 0.482 eV
- Energy above the lowest of the compared OMol25 structures with the same formula, charge and spin: 4.3 kcal/mol

Last columns: bonded neighbours and bond lengths (Å).
Cartesian coordinates (Å):
1 C -0.09538 -0.01865 -0.23552  C10 1.521, H11 1.107, H12 1.107, C13 1.519
2 S 0.04527 -0.95676 -2.77290  S9 2.112, C13 1.830
3 O -1.47814 0.61194 3.30239  H6 0.984, H7 0.984
4 H 1.03785 1.73463 -0.13536  C10 1.107
5 H 0.77831 -1.95210 -0.75369  C13 1.107
6 H -1.74289 1.14050 2.51577  O3 0.984
7 H -0.57473 0.28538 3.08918  O3 0.984
8 H -1.00917 -1.93037 -0.73079  C13 1.107
9 S 1.05597 0.88438 -2.54889  S2 2.112, C10 1.829
10 C 1.09206 0.79731 -0.72183  C1 1.521, H4 1.107, S9 1.829, H14 1.107
11 H -1.02352 0.54086 -0.46125  C1 1.107
12 H 0.00975 -0.06597 0.86546  C1 1.107
13 C -0.11126 -1.33710 -0.99010  C1 1.519, S2 1.830, H5 1.107, H8 1.107
14 H 2.01588 0.26592 -0.42246  C10 1.107

***

# 2
ORCA calculation (wB97M-V/def2-TZVPD) on a 14-piece molecular cluster, C55H91Cl8F3NO18 overall at a distorted geometry.

Computed properties:
- Electronic energy: -7540.067318 Eh
- Max |F|: 0.11554 hartree/bohr
- Total charge: +1
- Gap between HOMO and LUMO: 8.16 eV
- E_LUMO: -2.260 eV
- Energy above the lowest of the compared OMol25 structures with the same formula, charge and spin: 60.0 kcal/mol

Last columns: bonded neighbours and bond lengths (Å).
Cartesian coordinates (Å):
1 C -4.96310 -2.26748 -5.24174  H79 1.090, H109 1.090, H128 1.090, C134 1.478
2 O 11.17155 -4.37828 2.27340  C4 1.239
3 O -6.71031 -2.54479 -1.60217  C35 1.321, C138 1.429
4 C 11.42508 -4.89966 1.17888  O2 1.239, O25 1.353, O144 1.318
5 H 10.56196 -6.73222 2.61984  C6 1.090
6 C 10.87388 -7.22456 1.69874  H5 1.090, O25 1.381, H97 1.090, H175 1.090
7 H -3.38362 -3.46961 9.60175  C166 1.090
8 Cl 8.19923 6.53027 -6.98542  C135 1.858
9 C -0.02363 6.76051 -7.04443  C75 1.413, C101 1.374, H113 1.080
10 H 5.29539 -1.93683 -9.37459  C98 1.090
11 H -4.60326 9.66720 6.34687  C49 1.090
12 C 1.03549 8.16755 -8.62263  C29 1.355, C101 1.403, H118 1.080
13 C -6.95798 6.39137 -0.05951  H20 1.080, C47 1.373, C140 1.383
14 C 1.27881 1.50117 1.58703  H17 1.090, N56 1.563, C60 1.584, H172 1.090
15 Cl -2.89698 9.42363 4.63922  C49 1.807
16 C 10.20016 -5.33085 -11.17606  H70 1.090, C122 1.571, H133 1.090, H173 1.090
17 H 2.04052 1.46945 2.36607  C14 1.090
18 H -6.34423 -4.57070 -0.99895  C138 1.090
19 H -0.80820 0.93037 1.20825  C60 1.090
20 H -6.14932 7.03920 -0.36414  C13 1.080
21 H -6.69637 -3.55377 0.26236  C138 1.090
22 O -2.49014 -0.18104 10.97944  C117 1.337, C168 1.394
23 C -13.11641 -3.39266 4.13851  C24 1.566, H51 1.090, O124 1.450, H147 1.090
24 C -13.68784 -2.85275 2.78410  C23 1.566, H52 1.090, H93 1.090, H157 1.090
25 O 11.15915 -6.18196 0.83921  C4 1.353, C6 1.381
26 H -1.07681 -8.76548 -7.39908  C36 1.090
27 H 5.01201 -0.71170 -0.44398  C92 1.090
28 H 6.36351 8.07658 -0.32938  C90 1.090
29 C 1.40232 7.08307 -9.34767  C12 1.355, C107 1.413, H163 1.080
30 H -9.07504 0.23694 4.11761  C76 1.090
31 O -2.90450 -2.14603 12.16300  C117 1.281
32 O -12.38288 -1.02828 5.19463  C72 1.232
33 O 7.02892 -3.73549 -8.77564  C105 1.207
34 H -5.04326 8.53536 4.94482  C49 1.090
35 C -5.47175 -2.37259 -2.02916  O3 1.321, O54 1.226, O148 1.391
36 C -0.82466 -8.17773 -6.51643  H26 1.090, C111 1.588, O141 1.430, H170 1.090
37 C 1.94850 6.16495 11.28147  C73 1.402, H94 1.080, C146 1.431
38 H 2.91106 -2.10090 -0.62866  C89 1.090
39 H 11.44291 -2.42293 0.63122  C80 1.090
40 H -0.05520 8.91261 -6.91677  C101 1.080
41 H -5.77671 -9.17799 -5.55576  C100 1.090
42 O 8.66729 -3.56857 -10.25423  C105 1.322, C122 1.412
43 H 12.88109 -2.75806 -2.05645  C165 1.090
44 H 3.89590 1.62913 0.91973  C63 1.090
45 Cl -3.48347 -7.44565 2.27155  C153 1.829
46 H 5.12354 3.83767 11.24995  C62 1.080
47 C -8.12319 6.89558 0.46228  C13 1.373, H85 1.080, C132 1.444
48 H -0.48811 2.52820 3.28158  C152 1.090
49 C -4.29267 8.88582 5.65326  H11 1.090, Cl15 1.807, H34 1.090, Cl129 1.754
50 H 11.16523 -2.21642 -1.88474  C165 1.090
51 H -13.15968 -4.48180 4.13625  C23 1.090
52 H -13.14447 -3.30878 1.95651  C24 1.090
53 H -9.65064 -0.22385 5.77462  C76 1.090
54 O -4.45181 -2.97820 -1.72073  C35 1.226
55 F 0.04495 4.43142 -7.23091  C75 1.344
56 N 1.83652 1.11295 0.17965  C14 1.563, C63 1.562, C81 1.547, C91 1.547
57 C -9.10270 4.64592 0.08871  C127 1.434, C132 1.387, H169 1.080
58 H -2.19849 -7.10905 0.13363  C153 1.090
59 H -4.76625 -0.25295 -4.46774  C134 1.090
60 C -0.07801 0.79912 2.00681  C14 1.584, H19 1.090, C152 1.526, H171 1.090
61 C 4.06338 1.16227 -1.17558  C63 1.544, C92 1.561, H156 1.090, H162 1.090
62 C 4.22720 4.43942 11.22061  H46 1.080, C87 1.393, C139 1.407
63 C 3.27153 1.71216 0.03013  H44 1.090, N56 1.562, C61 1.544, H161 1.090
64 H -3.69219 -1.33824 -3.71829  C134 1.090
65 H 2.30341 -0.62760 1.32507  C81 1.090
66 Cl 4.92939 8.14131 1.58847  C90 1.795
67 H -0.07376 1.25558 -0.74280  C91 1.090
68 H -0.91835 -6.06522 -7.10002  C111 1.090
69 H -7.97562 -4.05253 -0.65378  C138 1.090
70 H 9.79801 -5.30036 -12.18871  C16 1.090
71 H 5.71414 -1.06763 -10.82784  C98 1.090
72 C -11.54258 -1.77971 4.69842  O32 1.232, O121 1.293, O124 1.307
73 C 2.73418 5.94434 12.42190  C37 1.402, H84 1.080, C87 1.430
74 H 0.88372 2.65905 -1.18343  C91 1.090
75 C 0.39564 5.61657 -7.75920  C9 1.413, F55 1.344, C107 1.410
76 C -9.89586 -0.16073 4.71444  H30 1.090, H53 1.090, O121 1.442, H126 1.090
77 C -3.15093 -8.20839 -6.13478  O141 1.346, O155 1.241, O164 1.421
78 H 4.59640 -0.66220 -2.02114  C92 1.090
79 H -4.20964 -2.08055 -6.00688  C1 1.090
80 C 12.16698 -2.95158 0.01126  H39 1.090, H82 1.090, O144 1.432, C165 1.541
81 C 1.94735 -0.42366 0.31525  N56 1.547, H65 1.090, C89 1.576, H119 1.090
82 H 13.16715 -2.77230 0.40576  C80 1.090
83 H -1.58135 -8.39312 1.28750  C153 1.090
84 H 2.40494 6.35532 13.36481  C73 1.080
85 H -8.37068 7.93547 0.61641  C47 1.080
86 F 3.96823 4.29519 8.87262  C139 1.353
87 C 3.85076 5.05138 12.41389  C62 1.393, C73 1.430, H102 1.080
88 H 1.88833 5.90281 9.16685  C146 1.080
89 C 2.74527 -1.05525 -0.88793  H38 1.090, C81 1.576, C92 1.580, H96 1.090
90 C 5.67137 8.80408 0.09459  H28 1.090, Cl66 1.795, H125 1.090, Cl174 1.750
91 C 0.93557 1.58861 -0.98453  N56 1.547, H67 1.090, H74 1.090, H149 1.090
92 C 4.16897 -0.39080 -1.05588  H27 1.090, C61 1.561, H78 1.090, C89 1.580
93 H -14.73694 -3.06881 2.58215  C24 1.090
94 H 1.15408 6.89153 11.19556  C37 1.080
95 H -2.05761 1.99053 13.50583  C145 1.090
96 H 2.21270 -0.97718 -1.83575  C89 1.090
97 H 10.06055 -7.83560 1.30730  C6 1.090
98 C 6.06583 -1.31122 -9.82531  H10 1.090, H71 1.090, O112 1.398, H142 1.090
99 H 8.32148 -5.62851 -10.15454  C122 1.090
100 C -5.45919 -8.14243 -5.43375  H41 1.090, H116 1.090, H136 1.090, O164 1.408
101 C 0.31732 8.03560 -7.42518  C9 1.374, C12 1.403, H40 1.080
102 H 4.31051 4.77486 13.35121  C87 1.080
103 O -3.81779 -1.64819 10.13990  C117 1.297, C166 1.382
104 H -3.38289 0.95570 12.96028  C145 1.090
105 C 7.64027 -3.07696 -9.58204  O33 1.207, O42 1.322, O112 1.385
106 H -1.49138 1.00585 3.55886  C152 1.090
107 C 1.11604 5.75391 -8.96351  C29 1.413, C75 1.410, H123 1.080
108 H -4.95525 -2.99042 9.05043  C166 1.090
109 H -4.84190 -3.30865 -4.94278  C1 1.090
110 H 9.22208 5.52574 -5.01635  C135 1.090
111 C -0.13775 -6.79142 -6.87333  C36 1.588, H68 1.090, H150 1.090, H151 1.090
112 O 7.35261 -1.80657 -10.05357  C98 1.398, C105 1.385
113 H -0.53627 6.58854 -6.10954  C9 1.080
114 H 12.43847 -1.27498 -1.36940  C165 1.090
115 Cl 9.01382 3.71114 -6.45612  C135 1.771
116 H -5.71459 -7.57365 -6.32781  C100 1.090
117 C -3.11985 -1.34211 11.18932  O22 1.337, O31 1.281, O103 1.297
118 H 1.25466 9.15624 -8.99796  C12 1.080
119 H 0.92812 -0.80717 0.26835  C81 1.090
120 H -10.17404 6.36335 0.73476  C132 1.080
121 O -10.32968 -1.48883 4.35896  C72 1.293, C76 1.442
122 C 9.12771 -4.89615 -10.11288  C16 1.571, O42 1.412, H99 1.090, H143 1.090
123 H 1.38018 4.85256 -9.49661  C107 1.080
124 O -11.72834 -3.02248 4.33784  C23 1.450, C72 1.307
125 H 6.25647 9.67808 0.38070  C90 1.090
126 H -10.65823 0.61737 4.67639  C76 1.090
127 C -7.79614 4.18822 -0.28630  C57 1.434, C140 1.345, H160 1.080
128 H -6.01124 -2.20324 -5.53395  C1 1.090
129 Cl -3.80884 7.59479 6.73730  C49 1.754
130 H -3.02616 2.35264 12.02042  C145 1.090
131 H -0.94461 0.92009 11.28611  C168 1.090
132 C -9.19277 5.93445 0.59489  C47 1.444, C57 1.387, H120 1.080
133 H 10.42843 -6.36698 -10.92626  C16 1.090
134 C -4.68696 -1.29615 -4.16190  C1 1.478, H59 1.090, H64 1.090, O148 1.479
135 C 9.37520 5.40603 -6.08888  Cl8 1.858, H110 1.090, Cl115 1.771, H176 1.090
136 H -6.06416 -7.69464 -4.64533  C100 1.090
137 F -5.58671 4.69811 -0.71190  C140 1.287
138 C -6.95523 -3.69323 -0.78724  O3 1.429, H18 1.090, H21 1.090, H69 1.090
139 C 3.52813 4.79209 10.05123  C62 1.407, F86 1.353, C146 1.376
140 C -6.78171 5.06416 -0.40432  C13 1.383, C127 1.345, F137 1.287
141 O -1.92012 -8.10046 -5.60047  C36 1.430, C77 1.346
142 H 6.10943 -0.39061 -9.24335  C98 1.090
143 H 9.60183 -5.15781 -9.16690  C122 1.090
144 O 11.82069 -4.34053 0.05328  C4 1.318, C80 1.432
145 C -2.55376 1.57964 12.62657  H95 1.090, H104 1.090, H130 1.090, C168 1.567
146 C 2.38389 5.55687 10.06191  C37 1.431, H88 1.080, C139 1.376
147 H -13.68341 -2.93024 4.94647  C23 1.090
148 O -5.71719 -1.56741 -3.13645  C35 1.391, C134 1.479
149 H 1.25342 1.09803 -1.90454  C91 1.090
150 H 0.42004 -6.48467 -5.98852  C111 1.090
151 H 0.56918 -6.65768 -7.69214  C111 1.090
152 C -0.52025 1.43934 3.31995  H48 1.090, C60 1.526, H106 1.090, H159 1.090
153 C -2.02540 -7.40483 1.16835  Cl45 1.829, H58 1.090, H83 1.090, Cl158 1.733
154 H -1.16856 -0.19272 12.61378  C168 1.090
155 O -3.44393 -8.45201 -7.31565  C77 1.241
156 H 3.67532 1.54800 -2.11830  C61 1.090
157 H -13.56723 -1.77197 2.71027  C24 1.090
158 Cl -0.84676 -6.38753 1.93039  C153 1.733
159 H 0.23986 1.11390 4.03018  C152 1.090
160 H -7.73122 3.16280 -0.61901  C127 1.080
161 H 3.27493 2.79799 -0.06503  C63 1.090
162 H 5.12738 1.39641 -1.14116  C61 1.090
163 H 1.96851 7.21418 -10.25796  C29 1.080
164 O -4.09756 -8.04220 -5.08866  C77 1.421, C100 1.408
165 C 12.13324 -2.32106 -1.39475  H43 1.090, H50 1.090, C80 1.541, H114 1.090
166 C -4.28035 -2.92874 9.90412  H7 1.090, O103 1.382, H108 1.090, H167 1.090
167 H -4.80828 -3.48087 10.68164  C166 1.090
168 C -1.70019 0.46648 11.92753  O22 1.394, H131 1.090, C145 1.567, H154 1.090
169 H -9.88174 3.92280 -0.10260  C57 1.080
170 H 0.05248 -8.66581 -6.09157  C36 1.090
171 H -0.02138 -0.28357 2.11937  C60 1.090
172 H 1.03921 2.55338 1.43359  C14 1.090
173 H 11.12328 -4.78243 -10.98848  C16 1.090
174 Cl 4.55751 9.34002 -1.14369  C90 1.750
175 H 11.70324 -7.87959 1.96556  C6 1.090
176 H 10.40122 5.73674 -6.25014  C135 1.090

***

# 3
ORCA calculation (wB97M-V/def2-TZVPD) on an isolated ion of composition C8H18P and charge +1 at a distorted geometry.

Computed properties:
- Electronic energy: -656.678215 Eh
- Max |F|: 0.09249 hartree/bohr
- Total charge: +1
- Gap between HOMO and LUMO: 10.51 eV
- E_LUMO: -2.649 eV
- Energy above the lowest of the compared OMol25 structures with the same formula, charge and spin: 0.0 kcal/mol

Last columns: bonded neighbours and bond lengths (Å).
Cartesian coordinates (Å):
1 C -0.80322 1.53849 1.33619  H20 1.016, H22 1.200, P24 1.781, H25 1.119
2 C 2.23503 1.20009 0.62753  H10 1.116, C14 1.308, H26 1.087
3 C 0.27413 -1.09041 -1.72742  H4 1.154, C7 1.574, H9 1.079, H15 1.088
4 H 0.80922 -1.12932 -2.74915  C3 1.154
5 C -1.46879 -1.24060 0.97094  H6 1.056, H21 1.054, P24 1.873, H27 1.154
6 H -1.46659 -2.04731 0.28960  C5 1.056
7 C 0.55781 0.19953 -0.87085  C3 1.574, C14 1.565, H19 1.061, P24 1.918
8 H -2.31552 1.93437 -1.51136  C23 1.150
9 H -0.75386 -1.11077 -2.05446  C3 1.079
10 H 1.98165 2.24976 0.34640  C2 1.116
11 H 3.26021 -1.30673 -0.13975  C17 1.063
12 H -2.67187 0.09637 -1.81580  C23 1.079
13 H -3.43070 0.93955 -0.42474  C23 1.209
14 C 1.81140 0.09952 0.06115  C2 1.308, C7 1.565, C17 1.473
15 H 0.61808 -2.00995 -1.25906  C3 1.088
16 H 2.74409 -1.12887 1.50436  C17 1.129
17 C 2.37435 -1.20764 0.44014  H11 1.063, C14 1.473, H16 1.129, H18 1.100
18 H 1.69612 -2.07297 0.39574  C17 1.100
19 H 0.67058 1.00039 -1.55797  C7 1.061
20 H -0.45596 2.37041 0.86869  C1 1.016
21 H -0.86041 -1.18694 1.83011  C5 1.054
22 H -1.84441 1.59762 1.92953  C1 1.200
23 C -2.43088 0.86638 -1.10010  H8 1.150, H12 1.079, H13 1.209, P24 1.817
24 P -1.11974 0.35064 0.04682  C1 1.781, C5 1.873, C7 1.918, C23 1.817
25 H 0.05912 1.15683 1.93846  C1 1.119
26 H 3.09445 1.15151 1.29142  C2 1.087
27 H -2.56429 -1.21993 1.33360  C5 1.154

***

What did the first record say?
ORCA calculation (wB97M-V/def2-TZVPD) on a 2-piece molecular cluster, C3H8OS2 overall at a distorted geometry.

Computed properties:
- Electronic energy: -990.703693 Eh
- Max |F|: 0.02428 hartree/bohr
- Total charge: 0
- Gap between HOMO and LUMO: 8.47 eV
- E_LUMO: 0.482 eV
- Energy above the lowest of the compared OMol25 structures with the same formula, charge and spin: 4.3 kcal/mol

Last columns: bonded neighbours and bond lengths (Å).
Cartesian coordinates (Å):
1 C -0.09538 -0.01865 -0.23552  C10 1.521, H11 1.107, H12 1.107, C13 1.519
2 S 0.04527 -0.95676 -2.77290  S9 2.112, C13 1.830
3 O -1.47814 0.61194 3.30239  H6 0.984, H7 0.984
4 H 1.03785 1.73463 -0.13536  C10 1.107
5 H 0.77831 -1.95210 -0.75369  C13 1.107
6 H -1.74289 1.14050 2.51577  O3 0.984
7 H -0.57473 0.28538 3.08918  O3 0.984
8 H -1.00917 -1.93037 -0.73079  C13 1.107
9 S 1.05597 0.88438 -2.54889  S2 2.112, C10 1.829
10 C 1.09206 0.79731 -0.72183  C1 1.521, H4 1.107, S9 1.829, H14 1.107
11 H -1.02352 0.54086 -0.46125  C1 1.107
12 H 0.00975 -0.06597 0.86546  C1 1.107
13 C -0.11126 -1.33710 -0.99010  C1 1.519, S2 1.830, H5 1.107, H8 1.107
14 H 2.01588 0.26592 -0.42246  C10 1.107